No. 1
Density functional theory data (ωB97M-V/def2-TZVPD) for an isolated molecule of C3H9N3OS at a distorted geometry.

Each line ends with the Löwdin charge.
Cartesian coordinates (Å):
C1 2.073 -0.292 -2.671  -0.11
C2 0.107 0.413 -0.031  -0.46
C3 0.841 0.030 1.183  -0.25
H1 1.288 -0.937 -3.199  0.10
H2 3.062 -0.759 -2.838  0.09
H3 1.993 0.693 -3.066  0.06
H4 0.597 0.649 2.100  0.13
H5 1.885 0.283 1.009  0.11
H6 0.579 -1.846 0.636  0.05
H7 -0.383 -1.448 1.910  0.03
H8 -1.611 1.297 -0.766  0.08
H9 -2.307 1.141 2.187  -0.13
N1 0.408 0.091 -1.224  0.09
N2 0.555 -1.373 1.507  0.01
N3 -1.127 1.097 0.127  -0.33
O1 1.772 -0.357 -1.277  -0.21
S1 -2.266 0.261 1.155  0.75

As for the multiplicity: 1. Its total charge is 0. As for the SMILES: CO/N=C(\CN)NS. Its energy above the lowest of the compared OMol25 structures with the same formula, charge and spin is 2.872 eV.

No. 2
Density functional theory data (ωB97M-V/def2-TZVPD) for C16H18BFN6Zr as an isolated structure at a distorted geometry.

Each line ends with the Löwdin charge.
Cartesian coordinates (Å):
H1 2.119 -1.903 1.071  0.14
N1 1.508 -0.825 -0.676  -0.02
B1 0.697 -0.222 -3.048  -0.42
N2 1.551 -1.084 -2.042  0.04
C1 2.225 -2.222 -2.219  0.05
Zr1 -0.115 1.108 0.033  1.75
H2 2.348 -2.609 -3.221  0.16
C2 2.626 -2.725 -0.974  0.04
H3 3.227 -3.613 -0.828  0.14
C3 2.100 -1.884 -0.013  0.03
H4 0.881 -0.524 -4.181  0.13
C4 -1.822 2.422 0.365  -0.25
H5 -1.929 2.445 1.450  0.02
H6 -2.803 2.178 -0.073  0.02
H7 -1.560 3.433 0.023  0.01
N3 1.074 1.260 -2.785  0.01
N4 -0.834 -0.405 -2.703  0.00
N5 0.934 1.825 -1.503  -0.21
N6 -1.241 0.024 -1.447  -0.13
C5 1.588 2.166 -3.616  0.02
C6 -1.906 -0.880 -3.356  0.01
H8 1.774 1.901 -4.653  0.16
H9 -1.815 -1.297 -4.347  0.15
C7 1.809 3.356 -2.910  0.02
C8 -3.023 -0.778 -2.521  0.01
C9 1.400 3.128 -1.604  -0.05
C10 -2.577 -0.221 -1.327  -0.09
H10 2.213 4.268 -3.314  0.13
H11 -4.029 -1.098 -2.704  0.12
H12 1.359 3.789 -0.750  0.13
H13 -3.100 0.094 -0.427  0.12
H14 1.865 0.105 -0.423  0.12
F1 -1.340 -2.683 5.338  0.07
C11 -0.988 -1.945 4.236  -0.24
C12 -1.806 -1.988 3.116  0.02
C13 -1.450 -1.205 1.998  -0.15
C14 -0.325 -0.399 2.028  -0.29
C15 0.503 -0.410 3.144  -0.16
C16 0.171 -1.186 4.274  0.01
H15 -2.702 -2.595 3.109  0.13
H16 -2.082 -1.242 1.109  0.07
H17 1.417 0.184 3.181  0.09
H18 0.794 -1.187 5.161  0.13

As for the multiplicity: 1. Its total charge is +2. Its energy above the lowest of the compared OMol25 structures with the same formula, charge and spin is 0.000 eV.

No. 3
Density functional theory data (ωB97M-V/def2-TZVPD) for a 5-piece molecular cluster, C19H38I2NO8P overall.

Each line ends with the Löwdin charge.
Cartesian coordinates (Å):
C1 2.548 5.150 3.337  -0.18
C2 1.350 4.288 3.091  -0.79
I1 1.236 2.573 4.253  0.99
C3 0.379 4.488 2.223  -0.90
I2 0.284 6.087 0.892  1.00
O1 -0.657 3.601 2.078  -0.31
P1 -2.021 3.820 2.908  0.32
O2 -1.880 4.467 4.212  -0.23
O3 -2.590 2.333 2.855  -0.09
O4 -2.987 4.504 1.845  -0.28
N1 -3.405 5.860 2.101  0.06
H1 2.679 5.313 4.410  0.07
H2 2.434 6.125 2.857  0.03
H3 3.454 4.673 2.955  0.08
H4 -2.305 1.867 3.661  0.10
H5 -4.048 5.774 2.884  0.09
H6 -2.577 6.358 2.423  0.05
C4 -1.309 1.499 -0.627  -0.16
C5 -2.369 0.412 -0.793  -0.16
C6 -1.509 -0.809 -1.091  -0.21
O5 -0.282 -0.612 -0.390  -0.16
C7 -0.198 0.734 0.084  -0.19
H7 -1.651 2.359 -0.064  0.09
H8 -0.966 1.846 -1.604  0.12
H9 -2.916 0.276 0.142  0.11
H10 -3.090 0.619 -1.584  0.11
H11 -1.300 -0.892 -2.163  0.12
H12 -1.958 -1.745 -0.755  0.12
H13 -0.335 0.737 1.171  0.11
H14 0.798 1.122 -0.136  0.12
C8 -6.089 1.838 2.319  -0.17
C9 -7.503 1.652 2.870  -0.17
C10 -7.886 3.086 3.212  -0.21
O6 -7.207 3.916 2.270  -0.14
C11 -6.229 3.151 1.559  -0.20
H15 -5.755 1.021 1.682  0.11
H16 -5.374 1.947 3.136  0.10
H17 -8.162 1.257 2.094  0.11
H18 -7.554 0.988 3.732  0.11
H19 -7.559 3.350 4.224  0.12
H20 -8.957 3.275 3.138  0.12
H21 -6.582 2.980 0.536  0.12
H22 -5.304 3.721 1.510  0.09
C12 2.880 -3.759 -1.921  -0.17
C13 2.099 -2.615 -1.274  -0.17
C14 2.051 -3.058 0.181  -0.21
O7 3.251 -3.803 0.410  -0.14
C15 3.892 -4.091 -0.835  -0.21
H23 3.357 -3.498 -2.862  0.09
H24 2.218 -4.612 -2.094  0.12
H25 2.659 -1.681 -1.366  0.12
H26 1.111 -2.456 -1.695  0.10
H27 1.185 -3.703 0.368  0.12
H28 2.014 -2.224 0.881  0.11
H29 4.789 -3.471 -0.934  0.12
H30 4.197 -5.139 -0.837  0.11
C16 6.584 -6.422 -4.660  -0.17
C17 6.235 -5.460 -5.797  -0.17
C18 5.205 -4.560 -5.126  -0.21
O8 5.570 -4.497 -3.748  -0.16
C19 6.552 -5.491 -3.454  -0.20
H31 7.547 -6.914 -4.783  0.11
H32 5.815 -7.191 -4.568  0.11
H33 7.115 -4.882 -6.086  0.11
H34 5.845 -5.955 -6.685  0.11
H35 4.197 -4.981 -5.212  0.12
H36 5.191 -3.547 -5.531  0.12
H37 7.521 -5.004 -3.303  0.12
H38 6.272 -5.996 -2.529  0.11

As for the multiplicity: 1. Its total charge is 0. As for the SMILES: C/C(I)=C(\I)O[P@](=O)(O)ON.C1CCOC1.C1CCOC1.C1CCOC1.C1CCOC1.

No. 4
Density functional theory data (ωB97M-V/def2-TZVPD) for C21H18FO6STa as an isolated structure.

Each line ends with the Löwdin charge.
Cartesian coordinates (Å):
Ta1 1.343 1.741 0.694  1.87
O1 -0.070 2.880 0.987  -0.25
C1 -1.376 -0.746 -1.402  0.05
C2 -0.253 0.270 -1.358  -0.53
O2 0.037 0.964 -2.282  0.19
O3 0.387 0.291 -0.182  -0.17
C3 -2.661 -0.269 -1.729  -0.14
C4 -3.635 -1.150 -2.270  0.02
C5 -4.894 -0.688 -2.576  -0.01
C6 -5.212 0.648 -2.342  0.01
C7 -4.264 1.539 -1.833  -0.02
C8 -2.995 1.099 -1.555  0.03
C9 -1.048 -2.100 -1.151  -0.15
C10 -2.027 -3.020 -0.706  0.01
C11 -1.696 -4.342 -0.509  -0.02
C12 -0.399 -4.776 -0.772  0.01
C13 0.586 -3.884 -1.203  -0.02
C14 0.277 -2.556 -1.365  0.02
H1 -0.632 3.576 1.340  0.09
H2 -3.361 -2.168 -2.507  0.13
H3 -5.625 -1.352 -3.014  0.13
H4 -6.204 1.008 -2.582  0.13
H5 -4.528 2.575 -1.674  0.13
H6 -2.258 1.795 -1.173  0.12
H7 -3.020 -2.667 -0.460  0.13
H8 -2.437 -5.038 -0.143  0.13
H9 -0.146 -5.818 -0.628  0.13
H10 1.587 -4.239 -1.404  0.13
H11 1.039 -1.869 -1.712  0.13
C15 3.845 2.689 -2.162  -0.08
S1 3.731 2.510 -0.430  0.58
O4 2.480 3.296 0.031  -0.41
O5 4.923 2.861 0.231  -0.18
O6 3.177 1.122 -0.125  -0.40
H12 4.089 3.733 -2.359  0.10
H13 2.900 2.403 -2.619  0.08
H14 4.661 2.043 -2.487  0.10
F1 2.665 -0.008 6.391  0.14
C16 2.385 0.379 5.161  -0.24
C17 1.153 0.026 4.622  0.03
C18 0.865 0.427 3.336  -0.09
C19 1.805 1.165 2.590  -0.33
C20 3.045 1.503 3.174  -0.07
C21 3.335 1.115 4.464  0.04
H15 0.456 -0.545 5.219  0.14
H16 -0.100 0.162 2.915  0.11
H17 3.794 2.062 2.624  0.10
H18 4.276 1.358 4.937  0.14

As for the multiplicity: 1. Its total charge is +2. Its energy above the lowest of the compared OMol25 structures with the same formula, charge and spin is 0.000 eV.

Number 1: Kohn-Sham gap 9.66 eV. Number 2: Kohn-Sham gap 6.34 eV. Number 3: Kohn-Sham gap 8.83 eV. Number 4: Kohn-Sham gap 6.74 eV.